Computed, not measured: a cluster of 12 separate species, C35H67BCl5F16NO13 in total at a distorted geometry, with the ωB97M-V functional and the def2-TZVPD basis.

Output
- Kohn-Sham gap: 3.00 eV
- 2S+1: 1
- LUMO level: 2.92 eV
- HOMO: -0.083 eV
- DFT total energy: -6329.8059 a.u.
- Charge: -2

Element x y z (Å)
1 C 0.47227 -3.60375 -2.34868
2 O -0.54531 -2.93231 -1.62181
3 C -1.41462 -2.19103 -2.45539
4 C -2.38824 -1.37854 -1.61591
5 N -1.66855 -0.63524 -0.51551
6 H -1.22045 -1.30516 0.10918
7 H -1.07180 0.02370 -1.00554
8 C -2.59573 0.11585 0.42413
9 C -1.68310 0.76389 1.44640
10 O -0.52655 1.35993 0.86036
11 C 0.11457 2.14587 1.81175
12 H 1.13404 -2.93817 -2.90463
13 H 0.00724 -4.38049 -2.96431
14 H 1.07900 -4.21753 -1.67796
15 H -2.03616 -2.82863 -3.09153
16 H -0.81750 -1.54796 -3.11104
17 H -3.08184 -2.06306 -1.12246
18 H -3.05766 -0.70198 -2.14844
19 H -3.42528 -0.48784 0.81070
20 H -3.16404 0.84574 -0.16168
21 H -1.29065 -0.06508 2.05124
22 H -2.17769 1.42985 2.15697
23 H 0.38762 1.66710 2.76458
24 H -0.61337 2.93709 2.03280
25 H 1.06285 2.50068 1.40597
26 C -4.44144 -3.09131 1.25697
27 O -5.18626 -1.95054 1.56848
28 H -3.45973 -3.08368 1.78066
29 H -4.98376 -3.99437 1.58350
30 H -4.18396 -3.12301 0.17931
31 B -5.35210 0.57050 -1.03685
32 H -4.82379 1.25887 -1.80046
33 H -5.00799 -0.53060 -1.00529
34 H -5.18307 1.04159 0.00468
35 H -6.50588 0.55846 -1.13418
36 Cl -1.48132 3.75024 -1.64512
37 O -2.02057 4.08821 -0.34669
38 O -2.22242 2.58818 -2.14688
39 O -1.69051 4.85217 -2.56275
40 O -0.07743 3.47562 -1.48575
41 C 2.47503 4.97383 4.94646
42 C 2.01784 3.59096 4.48516
43 C 2.46179 2.43913 5.42663
44 F 1.74231 2.39092 6.57047
45 F 2.41589 1.27999 4.76677
46 F 0.66699 3.62418 4.31583
47 F 2.59090 3.35000 3.29145
48 O 3.88872 5.15383 5.01307
49 C 4.42942 6.12236 4.19465
50 C 5.88802 6.37749 4.61833
51 F 6.61028 7.15697 3.77267
52 F 6.06651 6.82357 5.86811
53 F 4.36971 5.67719 2.93408
54 F 3.71871 7.27413 4.23413
55 H 2.09280 5.22779 5.93618
56 H 2.09598 5.76104 4.29453
57 H 3.49946 2.69431 5.67167
58 H 6.36653 5.40682 4.44096
59 C 0.90658 0.77982 -4.83988
60 C 1.75961 1.04682 -6.07870
61 C 2.03411 2.51636 -6.40911
62 F 2.83393 2.59590 -7.50050
63 F 0.86141 3.16874 -6.63713
64 F 2.96877 0.46387 -5.84099
65 F 1.16908 0.44242 -7.13412
66 O 1.39050 1.45387 -3.67758
67 C 1.79314 0.58323 -2.67893
68 C 2.54751 1.48569 -1.68885
69 F 2.75125 0.77615 -0.53843
70 F 3.75085 2.01013 -2.03205
71 F 0.73099 -0.01400 -2.14427
72 F 2.64436 -0.34072 -3.18284
73 H 0.76418 -0.29682 -4.74075
74 H -0.11744 1.12055 -5.00963
75 H 2.55255 3.10724 -5.65066
76 H 1.90096 2.33736 -1.44710
77 C -6.43752 -1.66050 -5.10335
78 C -5.16446 -1.84375 -5.96506
79 C -4.06356 -1.24087 -5.13949
80 O -4.42354 -1.52735 -3.80866
81 C -5.82011 -1.55272 -3.70801
82 H -7.09022 -2.52673 -5.19239
83 H -6.96733 -0.72949 -5.30785
84 H -5.36411 -1.41922 -6.95388
85 H -5.00704 -2.90289 -6.18634
86 H -3.97071 -0.15877 -5.29189
87 H -3.10181 -1.72808 -5.32892
88 H -6.22579 -0.75313 -3.08684
89 H -6.17536 -2.46048 -3.21136
90 C -0.91038 0.06774 5.58131
91 C -1.93534 1.09677 5.46325
92 C -3.22272 0.36791 5.81945
93 O -2.98662 -1.01784 5.45789
94 C -1.64956 -1.14839 4.96766
95 H -0.52056 -0.16327 6.57375
96 H -0.05706 0.16830 4.90194
97 H -1.85406 1.44844 4.43225
98 H -1.77976 1.97229 6.09907
99 H -4.01586 0.81529 5.21646
100 H -3.48784 0.55785 6.86155
101 H -1.55713 -1.23643 3.88476
102 H -1.12046 -1.98811 5.42999
103 C 1.14614 -3.85443 2.43094
104 C 2.08232 -2.64660 2.35832
105 C 1.51997 -1.71229 1.26858
106 O 0.09487 -1.85891 1.48035
107 C -0.14371 -3.19334 1.90348
108 H 0.94126 -4.16780 3.45170
109 H 1.66609 -4.58071 1.80736
110 H 3.12491 -2.95833 2.26525
111 H 2.02232 -2.19767 3.35484
112 H 1.76021 -2.14838 0.29601
113 H 1.83570 -0.67884 1.37277
114 H -0.40279 -3.85601 1.06975
115 H -0.95897 -3.25145 2.62140
116 C 4.79913 -2.93551 -2.27924
117 C 4.48695 -2.12517 -1.00552
118 C 5.74578 -2.22119 -0.14729
119 O 6.29481 -3.48353 -0.50572
120 C 6.13840 -3.59438 -1.92799
121 H 4.91208 -2.29224 -3.15188
122 H 4.00156 -3.64777 -2.48043
123 H 3.66592 -2.60827 -0.47496
124 H 4.19491 -1.07816 -1.06166
125 H 5.58603 -2.20389 0.93033
126 H 6.56485 -1.53407 -0.39849
127 H 6.14662 -4.66847 -2.10476
128 H 6.98724 -3.06945 -2.37399
129 C 0.05522 -7.42799 -2.68661
130 Cl -0.73825 -6.76636 -4.14880
131 Cl -0.78961 -8.86366 -2.10366
132 H 1.08268 -7.71653 -2.88125
133 H 0.01575 -6.68833 -1.89303
134 C -0.04004 6.30960 1.84382
135 Cl -1.23076 7.54460 2.32993
136 Cl 0.58529 6.58578 0.19911
137 H 0.79647 6.32366 2.53323
138 H -0.53847 5.34514 1.81439

=====

Computed, not measured: a cluster of 3 separate species, C35H68BFN5O6 in total at a distorted geometry, with the ωB97M-V functional and the def2-TZVPD basis.

Output
- Kohn-Sham gap: 6.97 eV
- 2S+1: 1
- LUMO level: -3.20 eV
- HOMO: -10.171 eV
- DFT total energy: -2223.9684 a.u.
- Charge: +1

Element x y z (Å)
1 C 1.79639 -2.90336 -0.43414
2 C 2.48774 -1.73091 -1.15439
3 C 2.02062 -1.51220 -2.58534
4 C 0.51243 -1.25982 -2.70778
5 N 0.07749 -0.30286 -1.68068
6 C -1.26625 0.23748 -1.73648
7 C -2.40074 -0.53928 -1.02639
8 C -2.04127 -1.93705 -0.55059
9 O -1.31721 -2.02439 0.40186
10 C -2.63680 -3.18308 -1.11873
11 C -2.40967 -3.69976 -2.39543
12 C -2.98962 -4.90026 -2.79692
13 C -3.81657 -5.60492 -1.92280
14 C -4.05517 -5.09711 -0.64344
15 C -3.46842 -3.90027 -0.24479
16 C -1.75979 0.66209 -3.16371
17 C -2.11616 -0.43046 -4.19722
18 C -1.36737 -0.47368 -5.52842
19 C -1.52322 -1.85551 -6.16456
20 C -0.87538 -1.97107 -7.55508
21 N -1.88092 -2.25461 -8.58777
22 C -0.87967 1.83542 -3.48961
23 C -0.43082 2.44547 -4.75017
24 N -0.57251 2.33864 -2.35106
25 F 0.18924 3.44890 -2.29462
26 C -1.09658 1.68641 -1.14144
27 C -2.36002 2.44511 -0.69643
28 B -0.01833 1.84834 0.07574
29 C 1.53428 1.94867 -0.07811
30 O -0.59034 1.93022 1.32154
31 H 1.18945 -2.53608 0.38922
32 H 2.51950 -3.57253 0.01670
33 H 1.12111 -3.44898 -1.08766
34 H 3.56912 -1.80330 -1.11213
35 H 2.25314 -0.82382 -0.59919
36 H 2.20390 -2.43678 -3.13870
37 H 2.58823 -0.74300 -3.10323
38 H 0.01331 -2.22067 -2.57955
39 H 0.33988 -0.87582 -3.70483
40 H 0.17153 -0.79588 -0.79712
41 H -3.31694 -0.58452 -1.60824
42 H -2.66034 -0.01552 -0.11125
43 H -1.75359 -3.20327 -3.09101
44 H -2.80269 -5.30746 -3.77730
45 H -4.27232 -6.54648 -2.18454
46 H -4.67531 -5.63335 0.05586
47 H -3.63495 -3.52891 0.75468
48 H -2.70936 1.16890 -2.98115
49 H -2.00783 -1.38753 -3.70416
50 H -3.17183 -0.33598 -4.43246
51 H -0.31580 -0.20430 -5.44198
52 H -1.80442 0.22972 -6.23701
53 H -2.58980 -2.03158 -6.27363
54 H -1.12583 -2.61464 -5.49115
55 H -0.21144 -2.82923 -7.52793
56 H -0.28206 -1.08727 -7.78804
57 H -1.55963 -2.96201 -9.22876
58 H -2.13266 -1.42695 -9.10559
59 H -0.40876 3.52765 -4.69866
60 H -1.08401 2.15808 -5.56174
61 H 0.56873 2.07755 -4.97384
62 H -3.06831 2.60556 -1.50979
63 H -2.87505 1.94650 0.11020
64 H -2.06865 3.43871 -0.36933
65 H 1.87329 1.78589 -1.09441
66 H 2.04635 1.26141 0.59699
67 H 1.83515 2.94318 0.25610
68 H -0.12369 1.32950 1.91605
69 C 8.89829 1.45684 2.67448
70 O 8.71750 0.18631 2.08205
71 C 8.62301 -0.89834 2.99494
72 C 7.20700 -1.42166 3.12318
73 N 6.33413 -0.47779 3.80881
74 C 4.90358 -0.74915 3.70558
75 C 4.25764 -0.88855 2.32965
76 O 4.14109 0.31470 1.58593
77 C 5.33568 0.75794 0.96505
78 H 9.22952 2.13755 1.89175
79 H 7.97221 1.85614 3.10313
80 H 9.66570 1.42794 3.45237
81 H 9.03521 -0.62571 3.97119
82 H 9.24336 -1.70274 2.59185
83 H 7.23113 -2.35764 3.68951
84 H 6.85840 -1.65424 2.10850
85 H 6.51539 0.45601 3.46949
86 H 4.38774 0.06144 4.22592
87 H 4.69284 -1.66589 4.26669
88 H 3.22840 -1.21843 2.49786
89 H 4.72851 -1.66881 1.71889
90 H 5.92716 -0.07540 0.57926
91 H 5.93955 1.36575 1.64147
92 H 5.04768 1.39495 0.12724
93 C -3.93514 0.74261 2.75899
94 O -5.01023 1.05059 3.61171
95 C -4.86265 0.60035 4.95471
96 C -4.53483 1.73168 5.90655
97 N -3.18875 2.24811 5.69384
98 C -2.88807 3.52691 6.33751
99 C -3.77079 4.73913 6.05678
100 O -3.64434 5.29035 4.75832
101 C -4.31870 4.59576 3.73075
102 H -4.28253 0.88660 1.73378
103 H -3.07288 1.40020 2.91855
104 H -3.61706 -0.29968 2.87005
105 H -4.11723 -0.19879 5.01901
106 H -5.82464 0.17440 5.24863
107 H -4.61317 1.35678 6.93129
108 H -5.30590 2.50048 5.77269
109 H -3.01583 2.33795 4.70309
110 H -1.86914 3.79492 6.04878
111 H -2.87424 3.36385 7.42012
112 H -3.44204 5.53071 6.73324
113 H -4.82691 4.55673 6.28980
114 H -5.28159 4.20278 4.06677
115 H -3.70650 3.78594 3.32141
116 H -4.50031 5.30747 2.92435